Record 1
This record from the Open Molecules 2025 dataset describes a 3-piece molecular cluster, C23H53N2O9P2 overall. The level of theory is ωB97M-V/def2-TZVPD.

Its total energy is -64693.857 eV. Its net charge is +1. The HOMO energy is -11.8 eV. For the HOMO-LUMO gap, the calculation gives 8.773 eV.

Element x y z (Å)
C (0.539, 5.138, -4.039)
C (1.374, 3.965, -4.612)
N (1.068, 2.731, -3.873)
C (0.512, 1.656, -4.720)
C (-0.982, 1.879, -4.946)
C (-1.841, 1.348, -3.781)
C (-3.281, 1.037, -4.191)
C (-3.967, 2.347, -4.660)
C (-3.523, 3.593, -3.885)
N (-2.946, 3.276, -2.545)
C (-1.853, 2.229, -2.537)
C (2.147, 2.247, -3.073)
C (1.687, 1.639, -1.779)
O (3.292, 2.302, -3.379)
H (0.294, 5.858, -4.819)
H (1.101, 5.618, -3.241)
H (-0.393, 4.720, -3.652)
H (2.421, 4.241, -4.534)
H (1.100, 3.850, -5.661)
H (0.622, 0.709, -4.190)
H (1.047, 1.609, -5.671)
H (-1.199, 2.925, -5.172)
H (-1.286, 1.319, -5.836)
H (-1.362, 0.418, -3.460)
H (-3.832, 0.572, -3.372)
H (-3.286, 0.374, -5.053)
H (-5.046, 2.238, -4.717)
H (-3.622, 2.490, -5.684)
H (-4.404, 4.209, -3.699)
H (-2.862, 4.213, -4.481)
H (-2.539, 4.142, -2.191)
H (-3.687, 3.049, -1.885)
H (-2.069, 1.583, -1.684)
H (-0.890, 2.688, -2.331)
H (2.528, 1.136, -1.308)
H (0.911, 0.891, -1.954)
H (1.283, 2.407, -1.119)
O (-0.255, -2.440, -2.291)
P (-0.025, -3.519, -1.309)
O (-1.411, -4.296, -1.062)
C (-2.075, -4.913, -2.175)
C (-1.244, -5.988, -2.847)
O (0.112, -2.719, 0.106)
C (0.399, -1.326, 0.113)
C (-0.871, -0.526, 0.340)
O (1.057, -4.613, -0.985)
C (1.222, -5.241, 0.306)
C (0.215, -6.323, 0.623)
H (-2.360, -4.143, -2.897)
H (-2.991, -5.346, -1.775)
H (-0.361, -5.561, -3.331)
H (-1.832, -6.502, -3.608)
H (-0.892, -6.721, -2.125)
H (0.888, -1.031, -0.814)
H (1.102, -1.137, 0.921)
H (-1.689, -0.900, -0.278)
H (-0.706, 0.534, 0.121)
H (-1.189, -0.606, 1.381)
H (1.261, -4.497, 1.097)
H (2.214, -5.690, 0.260)
H (-0.748, -5.908, 0.916)
H (0.582, -6.914, 1.463)
H (0.059, -6.985, -0.227)
O (0.012, -0.054, 4.510)
P (0.893, -0.013, 5.690)
O (1.745, 1.356, 5.648)
C (1.050, 2.608, 5.626)
C (0.180, 2.833, 6.848)
O (2.063, -1.088, 5.336)
C (1.868, -2.084, 4.333)
C (2.525, -1.672, 3.033)
O (0.835, -0.336, 7.232)
C (1.993, -0.601, 8.052)
C (2.776, 0.624, 8.467)
H (0.450, 2.671, 4.714)
H (1.819, 3.377, 5.570)
H (-0.651, 2.123, 6.878)
H (-0.234, 3.841, 6.838)
H (0.750, 2.700, 7.765)
H (0.806, -2.276, 4.185)
H (2.312, -3.008, 4.707)
H (2.314, -0.633, 2.782)
H (2.187, -2.313, 2.217)
H (3.610, -1.764, 3.106)
H (2.637, -1.340, 7.585)
H (1.585, -1.073, 8.946)
H (3.400, 1.000, 7.658)
H (3.439, 0.359, 9.291)
H (2.118, 1.428, 8.794)

---

Record 2
This record from the Open Molecules 2025 dataset describes C23H53N7O11S as an isolated structure. The level of theory is ωB97M-V/def2-TZVPD.

The energy above the lowest of the compared OMol25 structures with the same formula, charge and spin comes out at 467.9 kJ/mol. Its total energy is -68496.749 eV. The HOMO energy is -9.5 eV. For the HOMO-LUMO gap, the calculation gives 9.541 eV.

Element x y z (Å)
C (2.137, 1.545, -0.688)
C (2.679, 2.086, 0.590)
O (1.986, 1.488, 1.567)
S (0.844, 0.424, 1.030)
O (-0.460, 1.119, 0.874)
O (0.947, -0.878, 1.667)
O (1.530, 0.339, -0.385)
H (2.912, 1.435, -1.446)
H (1.313, 2.071, -1.171)
H (2.620, 3.169, 0.699)
H (3.665, 1.764, 0.923)
C (-2.558, 5.693, -5.695)
C (-2.054, 4.305, -5.313)
O (-0.889, 4.099, -4.997)
N (-3.010, 3.309, -5.250)
C (-2.752, 1.973, -4.698)
H (-3.484, 5.940, -5.176)
H (-2.777, 5.794, -6.758)
H (-1.755, 6.320, -5.307)
H (-3.952, 3.421, -5.596)
H (-3.229, 1.386, -5.482)
H (-3.354, 1.950, -3.790)
H (-1.689, 1.781, -4.553)
C (-10.664, -1.499, 1.407)
C (-9.528, -1.824, 0.475)
O (-9.597, -2.725, -0.375)
N (-8.489, -1.033, 0.640)
C (-7.218, -1.183, -0.057)
H (-11.415, -0.894, 0.898)
H (-10.338, -1.050, 2.345)
H (-10.975, -2.527, 1.593)
H (-8.511, -0.248, 1.275)
H (-6.872, -2.206, -0.204)
H (-6.430, -0.664, 0.489)
H (-7.220, -0.924, -1.116)
C (-6.991, -3.154, 6.208)
C (-5.617, -3.575, 6.379)
O (-5.159, -3.829, 7.500)
N (-5.071, -3.898, 5.223)
C (-3.878, -4.654, 5.119)
H (-7.209, -2.330, 6.888)
H (-7.569, -4.001, 6.577)
H (-7.394, -3.034, 5.202)
H (-5.578, -3.764, 4.360)
H (-4.037, -5.692, 4.826)
H (-3.604, -4.934, 6.136)
H (-3.163, -4.164, 4.458)
C (9.315, -1.421, 1.857)
C (9.729, -2.190, 3.200)
O (10.930, -2.292, 3.441)
N (8.724, -2.526, 4.046)
C (8.816, -3.083, 5.347)
H (8.247, -1.384, 1.644)
H (9.660, -1.917, 0.950)
H (9.729, -0.415, 1.807)
H (7.857, -2.160, 3.680)
H (7.953, -3.749, 5.370)
H (8.819, -2.252, 6.053)
H (9.664, -3.721, 5.596)
C (4.141, -5.302, -1.219)
C (5.176, -6.354, -1.622)
O (5.475, -6.507, -2.780)
N (5.545, -7.115, -0.629)
C (6.633, -8.119, -0.715)
H (4.429, -4.266, -1.398)
H (3.965, -5.313, -0.143)
H (3.247, -5.578, -1.779)
H (5.204, -7.063, 0.320)
H (7.579, -7.579, -0.666)
H (6.699, -8.625, -1.678)
H (6.495, -8.826, 0.103)
C (-5.774, 5.038, -0.054)
C (-5.780, 6.515, 0.206)
O (-5.009, 7.174, -0.453)
N (-6.634, 7.046, 1.038)
C (-6.875, 8.456, 1.005)
H (-6.418, 4.584, 0.699)
H (-4.775, 4.602, -0.049)
H (-6.279, 4.908, -1.012)
H (-7.288, 6.428, 1.498)
H (-6.437, 8.999, 0.167)
H (-6.449, 9.007, 1.844)
H (-7.879, 8.877, 0.944)
C (6.117, 3.968, -4.715)
C (7.051, 3.003, -4.062)
O (7.526, 3.245, -2.933)
N (7.255, 1.943, -4.849)
C (8.027, 0.818, -4.356)
H (6.664, 4.180, -5.634)
H (6.074, 4.857, -4.086)
H (5.087, 3.630, -4.827)
H (6.875, 2.180, -5.754)
H (9.045, 1.197, -4.266)
H (8.013, -0.041, -5.027)
H (7.691, 0.413, -3.402)